[1]
{
  "formula": "C18H17NO2",
  "method": "wB97M-V/def2-TZVPD",
  "e_homo_ev": -8.678,
  "smiles": "O=C1C(=Cc2ccccc2)C(=O)c2ccccc21.CNC",
  "energy_ha": -901.32112,
  "de_lowest_kj_mol": 173.58,
  "homo_lumo_gap_ha": 0.2932,
  "spin_multiplicity": 1,
  "species": ["O", "C", "C", "C", "C", "C", "C", "C", "C", "C", "C", "O", "C", "C", "C", "C", "C", "C", "H", "H", "H", "H", "H", "H", "H", "H", "H", "H", "C", "N", "C", "H", "H", "H", "H", "H", "H", "H"],
  "xyz": [[-2.2092, -0.3696, 2.3473], [-1.9069, 0.3851, 1.4505], [-1.2585, 0.0184, 0.1847], [-0.9113, -1.2331, -0.1687], [-0.2455, -1.5918, -1.4227], [0.8909, -0.9070, -1.8524], [1.4746, -1.1962, -3.0647], [0.9501, -2.1900, -3.8668], [-0.1554, -2.9007, -3.4458], [-0.7456, -2.6104, -2.2358], [-1.1136, 1.2447, -0.6118], [-0.6692, 1.3549, -1.7334], [-1.6338, 2.3434, 0.2135], [-1.6943, 3.6935, -0.0686], [-2.2448, 4.5428, 0.8690], [-2.7287, 4.0489, 2.0704], [-2.6648, 2.6980, 2.3569], [-2.1112, 1.8428, 1.4206], [-1.1505, -2.0225, 0.5226], [1.2855, -0.1278, -1.2212], [2.3335, -0.6360, -3.3958], [1.3978, -2.4034, -4.8245], [-0.5652, -3.6750, -4.0741], [-1.6230, -3.1467, -1.9182], [-1.3123, 4.0483, -1.0098], [-2.3000, 5.5978, 0.6600], [-3.1621, 4.7273, 2.7865], [-3.0374, 2.3002, 3.2844], [3.0820, -2.2571, 0.9000], [2.5727, -0.9202, 1.1650], [2.2202, -0.6889, 2.5575], [3.3016, -2.3956, -0.1595], [3.9868, -2.4514, 1.4780], [2.3352, -2.9959, 1.1887], [3.2474, -0.2162, 0.8430], [1.8131, 0.3127, 2.7021], [1.4627, -1.4079, 2.8677], [3.0894, -0.8151, 3.2051]],
  "nbo_charge": [-0.527, 0.518, -0.222, -0.005, -0.125, -0.146, -0.210, -0.195, -0.238, -0.134, 0.518, -0.518, -0.130, -0.161, -0.190, -0.189, -0.191, -0.051, 0.224, 0.229, 0.212, 0.212, 0.213, 0.203, 0.231, 0.219, 0.219, 0.231, -0.413, -0.632, -0.411, 0.205, 0.161, 0.191, 0.351, 0.200, 0.195, 0.160]
}

=====

[2]
{
  "formula": "C18H18AuBr2N3SSi",
  "method": "wB97M-V/def2-TZVPD",
  "e_homo_ev": [-15.411, -15.378],
  "s_squared": 2.0290,
  "energy_ha": -6831.81579,
  "homo_lumo_gap_ha": [0.3210, 0.2093],
  "charge": 2,
  "spin_multiplicity": 3,
  "species": ["Au", "Br", "C", "C", "C", "N", "C", "C", "C", "C", "C", "Br", "C", "C", "N", "H", "H", "H", "H", "H", "H", "C", "Si", "C", "C", "C", "C", "C", "C", "N", "C", "S", "H", "H", "H", "H", "H", "H", "H", "H", "H", "H", "H", "H"],
  "xyz": [[0.0086, 0.0139, -0.2283], [6.6150, 0.1255, 1.0373], [4.7769, -0.0331, 0.6604], [4.3139, -0.0869, -0.6527], [2.9494, -0.1459, -0.8580], [2.0607, -0.1465, 0.1343], [2.4881, -0.1263, 1.4144], [3.8472, -0.0788, 1.6968], [1.4757, -0.1362, 2.4896], [1.7978, -0.0815, 3.8442], [0.7744, -0.0294, 4.7882], [1.1897, 0.0816, 6.6317], [-0.5505, -0.0553, 4.3590], [-0.7795, -0.1503, 2.9988], [0.1955, -0.1824, 2.1083], [4.9946, -0.0763, -1.4867], [2.5556, -0.1965, -1.8611], [4.2050, -0.0694, 2.7130], [2.8178, -0.0770, 4.1877], [-1.3669, -0.0128, 5.0602], [-1.7852, -0.2013, 2.6074], [-2.5861, 4.9597, -1.5813], [-3.4940, 4.2997, -0.0099], [-2.5066, 4.8610, 1.5356], [-5.3259, 4.7882, -0.0465], [-3.3722, 2.3861, -0.1113], [-4.4921, 1.5660, 0.0137], [-4.3814, 0.1905, -0.1130], [-3.1258, -0.3692, -0.3108], [-2.0406, 0.3886, -0.3904], [-2.1550, 1.7322, -0.3247], [-0.6262, 2.5080, -0.5100], [-2.6238, 6.0423, -1.6187], [-3.0582, 4.5621, -2.4746], [-1.5475, 4.6390, -1.5500], [-2.5346, 5.9442, 1.6061], [-1.4653, 4.5532, 1.4983], [-2.9551, 4.4591, 2.4406], [-5.4130, 5.8711, -0.0525], [-5.8510, 4.4294, 0.8361], [-5.8524, 4.4177, -0.9231], [-5.4538, 2.0101, 0.2155], [-5.2475, -0.4474, -0.0458], [-2.9937, -1.4373, -0.3988]],
  "mulliken_spin": [0.526, 0.000, 0.000, 0.005, 0.003, 0.062, -0.012, 0.002, 0.019, 0.004, -0.004, -0.001, 0.003, -0.002, 0.084, 0.000, 0.000, 0.000, 0.001, 0.001, 0.007, 0.022, 0.003, 0.010, -0.001, 0.088, -0.040, 0.121, 0.038, 0.114, -0.001, 0.947, 0.001, -0.001, -0.005, 0.000, -0.002, 0.000, 0.000, 0.000, 0.000, -0.002, 0.003, 0.005]
}

=====

[3]
{
  "formula": "C18H18BrN3O3",
  "method": "wB97M-V/def2-TZVPD",
  "e_homo_ev": -8.237,
  "smiles": "CCOC(=O)C1CCN(c2ncnc3c2oc2ccc(Br)cc23)CC1",
  "energy_ha": -3660.76634,
  "de_lowest_kj_mol": 0.00,
  "homo_lumo_gap_ha": 0.3121,
  "spin_multiplicity": 1,
  "species": ["C", "C", "O", "C", "O", "C", "C", "C", "N", "C", "N", "C", "N", "C", "C", "O", "C", "C", "C", "C", "Br", "C", "C", "C", "C", "H", "H", "H", "H", "H", "H", "H", "H", "H", "H", "H", "H", "H", "H", "H", "H", "H", "H"],
  "xyz": [[0.7143, 6.4643, -3.5055], [1.6168, 5.7979, -4.5336], [2.0601, 4.5147, -4.0844], [1.2357, 3.4810, -4.2730], [0.1720, 3.5632, -4.8288], [1.8417, 2.2220, -3.6747], [1.5734, 2.2124, -2.1604], [0.0924, 1.9415, -1.8802], [-0.2932, 0.6879, -2.4795], [-0.3853, -0.4707, -1.8026], [-0.5176, -1.6020, -2.5122], [-0.6673, -2.7601, -1.8962], [-0.7019, -2.9931, -0.6028], [-0.5691, -1.8905, 0.1404], [-0.4082, -0.6071, -0.3978], [-0.2941, 0.3383, 0.5918], [-0.3830, -0.3343, 1.7676], [-0.3207, 0.2157, 3.0381], [-0.4329, -0.6470, 4.1102], [-0.6020, -2.0165, 3.9064], [-0.7492, -3.1436, 5.4352], [-0.6660, -2.5801, 2.6495], [-0.5536, -1.7180, 1.5668], [-0.1601, 0.6865, -3.9197], [1.2946, 0.9443, -4.3195], [1.2248, 6.5411, -2.5483], [0.4486, 7.4606, -3.8463], [-0.1961, 5.8839, -3.3766], [1.0851, 5.6752, -5.4826], [2.5307, 6.3744, -4.6892], [2.9223, 2.2890, -3.8360], [2.1721, 1.4221, -1.7020], [1.8707, 3.1658, -1.7214], [-0.5196, 2.7301, -2.3309], [-0.0940, 1.9247, -0.8082], [-0.7687, -3.6208, -2.5440], [-0.1904, 1.2760, 3.1815], [-0.3903, -0.2630, 5.1176], [-0.7975, -3.6391, 2.4986], [-0.7965, 1.4761, -4.3256], [-0.4894, -0.2838, -4.2890], [1.9065, 0.0996, -3.9961], [1.3578, 1.0199, -5.4052]],
  "nbo_charge": [-0.634, -0.077, -0.511, 0.807, -0.615, -0.313, -0.399, -0.229, -0.393, 0.408, -0.526, 0.274, -0.480, 0.151, 0.144, -0.426, 0.286, -0.231, -0.221, -0.095, 0.050, -0.204, -0.063, -0.238, -0.406, 0.210, 0.219, 0.220, 0.200, 0.191, 0.236, 0.213, 0.221, 0.204, 0.237, 0.177, 0.230, 0.232, 0.243, 0.223, 0.251, 0.213, 0.222]
}